[1]
The following is a quantum chemistry calculation of a structure of composition C18H12N5O6SbSe5Sn, from the Open Molecules 2025 dataset.

The gap between HOMO and LUMO comes out at 0.261 Ha. The calculation puts the energy relative to the best compared isomer or geometry (same formula, charge and spin) at 0.000 eV. For the strongest force on any atom, the calculation gives 0.9 eV/A. For the HOMO energy, the calculation gives -8.15 eV.

The geometry in XYZ format:
```
48
Properties=species:S:1:pos:R:3:forces:R:3
Se 3.910 2.778 -1.660 -0.043 -0.042 -0.037
H -0.028 -5.080 -1.209 0.005 0.001 -0.001
Sn 0.341 -0.228 0.695 0.077 0.091 -0.170
Se 5.368 -0.918 -0.371 0.074 0.092 0.029
O 3.191 1.095 1.166 0.305 0.005 0.873
Se 3.199 0.461 2.759 -0.048 0.396 0.222
H 0.606 3.820 -2.830 0.000 -0.003 0.009
N -0.677 1.281 -1.064 -0.142 -0.197 0.029
O -1.466 -4.139 0.583 -0.013 -0.014 0.020
H 2.240 -2.577 -3.890 0.007 -0.007 0.001
O 4.081 1.363 3.745 -0.549 -0.623 -0.394
C 1.165 -3.988 -2.657 0.027 -0.014 -0.026
N -1.081 -1.885 1.026 -0.089 0.026 -0.101
O 1.663 0.096 3.166 0.831 0.202 -0.403
C -3.493 1.771 -3.382 0.171 0.016 0.085
C -3.219 -0.055 3.424 -0.007 0.003 0.006
C -1.848 1.141 -1.683 0.057 -0.014 0.032
C -2.265 -0.347 2.466 0.071 0.007 -0.123
H -4.142 1.533 4.529 0.001 0.003 -0.001
C -0.119 3.076 -2.528 0.061 0.027 0.017
H -1.045 2.602 1.764 0.003 0.003 -0.009
H -2.748 3.298 3.440 -0.007 -0.001 0.011
C -2.214 1.955 -2.744 -0.184 -0.015 -0.087
C -3.404 1.269 3.783 -0.025 0.013 0.030
C 1.593 -2.723 -3.037 -0.007 -0.024 -0.011
N 0.387 -1.766 -1.228 0.080 0.024 0.002
C -0.940 -3.081 0.342 0.070 -0.057 -0.001
C -2.053 -1.777 2.004 0.001 0.047 0.084
Se 3.722 -1.880 0.901 -0.017 -0.018 0.046
H -3.786 -0.868 3.855 -0.005 0.006 0.004
H -2.509 0.359 -1.330 0.015 -0.008 0.027
Sb 4.977 1.654 0.130 -0.435 -0.295 -0.319
N -4.512 1.625 -3.889 -0.027 -0.004 -0.012
C -2.633 2.255 3.182 -0.007 0.001 0.003
C 1.185 -1.635 -2.289 0.014 0.023 0.063
N -1.524 0.602 1.893 -0.010 0.087 0.065
C 0.172 2.226 -1.472 -0.018 -0.008 0.000
C -0.023 -2.981 -0.863 -0.076 0.096 0.009
C -1.692 1.878 2.245 0.039 -0.081 0.023
C 0.342 -4.125 -1.553 -0.016 -0.001 -0.010
C -1.330 2.941 -3.175 -0.019 0.051 -0.057
H 1.122 2.295 -0.950 0.045 -0.006 -0.009
O 4.055 -1.064 2.517 -0.181 0.226 0.001
O -2.737 -2.646 2.481 -0.019 -0.041 -0.011
H -1.599 3.581 -4.004 0.006 -0.001 0.004
H 1.515 -0.630 -2.529 0.007 0.012 0.013
H 1.477 -4.860 -3.217 -0.003 0.002 -0.003
Se 6.778 2.296 1.460 -0.019 0.016 0.076
```
Forces are in eV/Å.

[2]
The following is a quantum chemistry calculation of a cluster of 2 separate species, C3H8N2S in total at a distorted geometry, from the Open Molecules 2025 dataset.

The gap between HOMO and LUMO comes out at 0.323 Ha. The calculation puts the energy relative to the best compared isomer or geometry (same formula, charge and spin) at 6.785 eV. For the strongest force on any atom, the calculation gives 5.8 eV/A. For the HOMO energy, the calculation gives -8.28 eV.

The geometry in XYZ format:
```
14
Properties=species:S:1:pos:R:3:forces:R:3
N 0.174 -1.230 0.784 0.910 -3.588 1.839
H 1.331 1.732 -0.507 -1.393 -2.094 -1.131
H -1.511 -1.209 0.076 -0.917 2.902 0.977
C 0.558 0.851 -0.583 0.328 1.334 4.116
H 0.779 -1.670 -0.234 -1.880 1.525 3.803
H 0.236 -1.706 2.093 0.215 1.466 -5.609
H -0.745 -0.221 -1.675 3.450 -0.265 -0.141
H 1.131 0.452 1.647 -0.554 0.142 -0.301
N 0.376 -0.212 -1.467 -0.642 -0.908 -5.365
S -2.304 0.275 0.188 2.241 -1.711 -1.017
H 1.076 -0.378 -2.387 -2.924 1.224 3.357
C -0.649 1.134 0.373 -0.505 -4.425 -1.380
H -0.857 2.034 0.814 0.247 2.215 0.993
C 0.405 0.148 0.878 1.424 2.183 -0.141
```
Forces are in eV/Å.

[3]
The following is a quantum chemistry calculation of a structure of composition H12NO9Zn2 at a distorted geometry, from the Open Molecules 2025 dataset.

The spin multiplicity is 2. The gap between HOMO and LUMO (alpha / beta) comes out at 0.229 / 0.229 Ha. For the strongest force on any atom, the calculation gives 4.7 eV/A. For the HOMO energy (alpha / beta), the calculation gives -15.09 / -15.09 eV. The net charge is +2.

The geometry in XYZ format:
```
24
Properties=species:S:1:pos:R:3:forces:R:3
H -2.874 1.100 1.086 -0.004 0.150 -0.207
O -3.501 0.771 1.730 0.045 0.097 0.375
H -3.423 -0.182 1.676 -0.188 -0.235 0.003
H -1.217 -3.372 -0.205 -0.572 0.595 0.116
H 3.330 3.292 1.102 0.333 0.405 0.357
O 0.054 -0.469 -0.529 0.771 -4.232 -1.894
O 0.206 1.333 0.389 1.676 3.193 2.271
H -0.227 -4.292 -0.887 0.013 -0.621 -0.203
O 2.770 -0.914 -1.399 -0.138 -0.237 -0.309
H 3.634 -0.677 -1.062 0.531 -0.276 0.471
H 0.856 -2.161 1.883 -0.687 -0.168 0.118
O -3.585 2.552 -1.909 0.232 0.124 -0.101
Zn 1.001 2.196 2.224 -0.139 0.047 -0.548
O -0.310 -3.418 -0.507 1.263 0.047 -0.596
O 1.467 -2.053 1.155 0.975 -0.065 0.028
H 2.698 -0.441 -2.228 -0.212 0.264 -0.672
H -4.362 2.036 -2.124 -0.299 -0.036 -0.097
H 2.720 2.622 -0.111 -0.362 -0.068 -0.436
O -1.691 0.779 -0.460 1.719 -0.701 0.500
H -3.194 2.098 -1.163 -0.016 0.001 0.114
O 2.548 2.823 0.809 -0.116 -0.191 0.438
Zn 1.277 -2.062 -0.847 -1.814 0.706 1.129
N -0.510 0.548 -0.179 -3.519 1.279 -1.154
H 2.333 -2.111 1.558 0.507 -0.076 0.297
```
Forces are in eV/Å.